Entry 1:
The following is a DFT calculation (the ωB97M-V functional and the def2-TZVPD basis) of a molecular structure, C3H5N5 in a non-equilibrium geometry.

Computed properties:
maximum force: 0.120 hartree/bohr
relative energy (zero: lowest compared OMol25 entry of this formula, charge and spin): 145.79 kcal per mole
molar mass: 111.108 g/mol
DFT total energy: -10636.552 eV

The geometry in XYZ format:
```
13
Properties=species:S:1:pos:R:3:forces:R:3
C 1.400 -0.263 0.475 -3.7 3.4 -0.6
C 1.057 1.345 0.246 -1.8 1.2 1.3
C -0.085 -0.508 0.055 -0.3 3.4 0.4
H 1.718 -1.071 -1.294 2.9 1.2 2.4
H 3.234 0.118 -0.692 -3.8 -3.9 1.1
H 1.464 -0.517 1.494 0.6 -0.1 1.4
H 0.869 2.119 1.186 0.6 -2.4 -2.3
H 1.639 1.897 -0.581 -1.1 -1.1 1.1
N 2.343 -0.788 -0.375 2.8 1.0 -5.4
N -0.466 0.817 -0.284 2.3 -3.0 1.2
N -1.868 0.768 -0.231 1.3 2.2 -1.1
N -2.174 -0.430 -0.077 -1.0 -0.6 1.2
N -1.142 -1.223 0.285 1.0 -1.3 -0.8
```
Positions in Å, forces in eV/Å.

Entry 2:
The following is a DFT calculation (the ωB97M-V functional and the def2-TZVPD basis) of 2 unconnected molecules or ions with the total composition C5H6O.

Computed properties:
maximum force: 0.010 hartree/bohr
relative energy (zero: lowest compared OMol25 entry of this formula, charge and spin): 113.78 kcal per mole
SMILES: C1=C2C[C@H]12.C=O
molar mass: 82.102 g/mol
DFT total energy: -7324.351 eV

The geometry in XYZ format:
```
12
Properties=species:S:1:pos:R:3:forces:R:3
C -0.318 -0.953 -1.190 -0.1 0.0 -0.1
C -0.024 0.108 -2.001 0.1 -0.2 0.0
C -0.035 1.186 -0.878 0.0 0.2 0.1
C -0.930 0.095 -0.474 -0.2 0.1 0.0
H -0.439 -2.024 -1.283 0.1 0.2 0.0
H -0.462 2.164 -1.106 0.1 -0.2 0.0
H 0.925 1.246 -0.371 -0.2 -0.1 -0.1
H -2.008 0.227 -0.349 0.1 -0.1 0.0
C 0.830 -0.519 1.918 0.1 0.3 0.0
O 1.421 0.512 2.112 -0.2 -0.5 0.0
H 1.258 -1.337 1.306 0.0 0.1 0.1
H -0.180 -0.709 2.329 0.1 0.1 0.0
```
Positions in Å, forces in eV/Å.

- What is the formula in the second record?
  C5H6O

Repeat the second record exactly.
The following is a DFT calculation (the ωB97M-V functional and the def2-TZVPD basis) of 2 unconnected molecules or ions with the total composition C5H6O.

Computed properties:
maximum force: 0.010 hartree/bohr
relative energy (zero: lowest compared OMol25 entry of this formula, charge and spin): 113.78 kcal per mole
SMILES: C1=C2C[C@H]12.C=O
molar mass: 82.102 g/mol
DFT total energy: -7324.351 eV

The geometry in XYZ format:
```
12
Properties=species:S:1:pos:R:3:forces:R:3
C -0.318 -0.953 -1.190 -0.1 0.0 -0.1
C -0.024 0.108 -2.001 0.1 -0.2 0.0
C -0.035 1.186 -0.878 0.0 0.2 0.1
C -0.930 0.095 -0.474 -0.2 0.1 0.0
H -0.439 -2.024 -1.283 0.1 0.2 0.0
H -0.462 2.164 -1.106 0.1 -0.2 0.0
H 0.925 1.246 -0.371 -0.2 -0.1 -0.1
H -2.008 0.227 -0.349 0.1 -0.1 0.0
C 0.830 -0.519 1.918 0.1 0.3 0.0
O 1.421 0.512 2.112 -0.2 -0.5 0.0
H 1.258 -1.337 1.306 0.0 0.1 0.1
H -0.180 -0.709 2.329 0.1 0.1 0.0
```
Positions in Å, forces in eV/Å.